1.
Molecular formula: C21H37F2LiNO19
Method: DFT, the ωB97M-V functional and the def2-TZVPD basis

Properties
**Gap between HOMO and LUMO**: 6.91 eV
**Total charge**: +1
**HOMO level**: -11.2 eV

Geometry as XYZ:
```
81
Properties=species:S:1:pos:R:3:forces:R:3:mulliken_charge:R:1
Li -0.7013 -0.6394 -1.7154 1.1 0.8 1.3 0.7155
N -1.8252 -3.4454 -0.6018 -0.8 0.6 0.6 -0.0904
H -1.8532 -2.6985 0.0775 1.3 1.1 1.5 0.0346
H -1.9723 -2.8825 -1.4274 -0.2 -0.9 -0.7 0.3154
H -2.5924 -4.0282 -0.2986 -0.4 -0.6 -0.6 0.4097
H -0.9295 -3.9109 -0.5685 0.6 -0.2 -0.2 0.3306
C 0.6629 -0.7175 0.8776 -0.2 -0.9 -0.3 0.2528
O -0.6005 -1.0627 0.3583 -0.9 0.1 -1.4 -0.6628
H 1.1275 0.1650 0.4378 -0.1 0.4 -0.4 -0.5421
H 0.6767 -0.5235 1.9501 -0.3 0.0 0.4 0.0984
H 1.3363 -1.5572 0.7053 0.5 0.1 0.1 0.1448
C 0.4905 3.3942 -0.7009 1.3 -0.7 -1.4 0.6816
C 0.1521 4.6780 -0.0758 0.2 2.0 -1.7 0.1988
O 1.2808 5.5396 -0.5128 -4.6 1.2 2.0 -0.3457
C 2.2863 4.7917 -0.7229 5.3 0.6 -0.3 0.6108
O 3.4190 5.2475 -0.7863 -1.9 -1.7 -0.2 -0.5947
O 1.9075 3.5282 -0.8279 0.9 -2.0 -0.3 -0.3181
F 0.0986 4.4908 1.2384 0.0 0.8 1.1 -0.2292
H 0.0969 3.3238 -1.7149 -0.2 -0.1 0.0 -0.0214
H 0.3149 2.4798 -0.1343 -0.3 0.3 0.1 -0.4114
H -0.6656 5.2472 -0.5178 -0.6 -0.3 0.8 0.3687
C -2.2753 -0.9500 3.5830 -1.8 -0.5 0.0 0.6189
C -2.6922 -2.4066 3.4035 0.3 1.2 -1.2 0.1659
O -1.5945 -3.0648 3.9856 -1.4 -0.5 0.2 -0.2720
C -1.2957 -2.3483 5.0856 2.9 -0.3 3.2 0.5386
O -0.6245 -2.7906 6.0182 -2.6 2.0 -3.1 -0.5191
O -1.7878 -1.0274 4.9417 0.9 -1.5 -0.7 -0.3062
F -2.7796 -2.7917 2.0840 0.3 -0.1 -0.1 -0.2381
H -3.1706 -0.3294 3.5467 0.1 0.2 0.4 0.2678
H -1.6402 -0.6284 2.7576 0.8 -0.1 0.4 -0.5603
H -3.7017 -2.5635 3.7835 0.3 -0.7 0.7 0.1778
C 3.7955 0.3647 -1.1755 -0.4 -0.1 0.5 -0.4033
O 3.1618 0.9904 -2.2773 -1.7 1.0 -3.0 -0.3447
C 2.0580 0.4615 -2.8560 2.0 -0.7 0.6 0.5707
O 1.4934 -0.4914 -2.3456 -1.5 0.4 -0.6 -0.1118
O 1.8147 1.0147 -4.0703 0.4 -0.2 1.7 -0.3856
C 0.8391 0.5724 -4.9978 -0.9 0.6 -1.2 -0.6620
H 4.4249 -0.4488 -1.5364 -0.2 -0.2 0.2 0.3179
H 2.9903 0.0581 -0.5078 0.6 -0.4 0.3 0.0593
H 4.4294 1.1325 -0.7318 -0.2 -0.1 0.0 0.2211
H 0.1964 -0.3009 -4.8864 1.0 -0.7 0.9 0.2324
H 1.3282 0.5590 -5.9718 0.2 -0.4 0.2 0.3970
H 0.0514 1.3097 -5.1526 0.4 0.7 0.4 0.1906
C -2.7197 1.9113 0.5424 -1.3 -0.7 1.5 -0.4372
O -2.8826 2.5479 -0.7224 1.1 -0.7 -2.8 -0.3500
C -2.3115 2.0420 -1.8824 -1.1 2.3 1.0 0.3547
O -1.4270 1.2051 -1.8968 -1.2 0.2 -0.9 -0.1443
O -2.8430 2.7970 -2.9618 0.4 -1.8 4.4 -0.3139
C -2.5513 2.3635 -4.2355 1.8 -0.4 -1.8 -0.1358
H -2.3185 0.9014 0.6265 0.8 0.1 -0.9 0.0585
H -3.7319 1.7762 0.9236 -0.3 0.1 -0.2 0.4799
H -2.2967 2.5440 1.3227 0.6 0.4 -0.7 0.2256
H -1.5146 2.0337 -4.3020 0.2 0.2 0.2 -0.2735
H -2.6187 3.2390 -4.8814 -0.4 -0.3 -0.1 0.3417
H -3.0905 1.4951 -4.6141 -0.8 0.3 0.3 0.2997
C -0.3269 1.8824 3.7341 0.9 -0.5 -0.4 -0.8402
C 0.1167 2.3170 5.1464 -2.6 -0.1 -1.5 0.2869
C -0.7817 1.7829 6.3369 1.2 1.6 -1.8 -0.0253
O 0.2485 1.5544 7.2947 -0.5 -0.6 0.2 -0.3398
C 1.4653 1.5992 6.6766 3.3 -0.4 7.3 0.6247
O 2.5370 1.5538 7.2677 -2.2 -0.6 -0.4 -0.6065
O 1.3996 1.8214 5.4699 -1.0 1.1 -6.5 -0.3462
H -0.2453 0.8058 3.5848 0.0 0.0 0.3 -0.1497
H 0.3313 2.3140 2.9802 0.4 0.1 0.2 0.3723
H -1.2933 2.1979 3.3407 -0.4 0.2 0.9 0.3347
H 0.1173 3.4037 5.0613 0.4 0.1 0.7 0.3349
H -1.3850 0.9472 5.9823 0.5 -0.4 0.7 0.0707
H -1.4438 2.5938 6.6401 0.1 -0.2 0.4 0.2948
C 2.5920 -4.7772 -4.7280 -1.1 1.4 -0.6 -1.4163
C 1.5714 -3.9063 -3.9191 0.3 -2.4 -0.9 0.5435
C 0.5840 -4.8223 -3.1850 0.4 -0.9 -1.0 -0.5155
O 0.7320 -4.4615 -1.8104 -2.3 -1.3 0.3 -0.3871
C 1.8229 -3.7730 -1.6275 4.4 2.5 1.2 0.7095
O 2.4332 -3.5717 -0.5739 -2.5 -0.6 -3.6 -0.5494
O 2.2384 -3.2783 -2.8935 0.4 0.7 2.9 -0.3185
H 3.3321 -4.1643 -5.2425 0.0 0.2 0.3 0.3659
H 1.9994 -5.1887 -5.5451 0.2 -0.7 0.0 0.4452
H 3.1226 -5.5149 -4.1261 -0.4 0.0 0.1 0.3434
H 0.9422 -3.2855 -4.5570 0.7 0.8 -0.1 0.1371
H 0.8875 -5.8568 -3.3458 0.0 -0.1 0.5 0.2480
H -0.4221 -4.7705 -3.6011 -0.3 0.4 0.7 0.3769
```
Positions in Å, forces in eV/Å.


2.
Molecular formula: C21H37MnN4O4
Method: DFT, the ωB97M-V functional and the def2-TZVPD basis

Properties
**Gap between HOMO and LUMO (spin up / spin down)**: 6.26 / 7.56 eV
**Total charge**: +2
**<S²>**: 6.072
**Energy relative to the best compared isomer or geometry (same formula, charge and spin)**: 15.6 kcal per mole
**Multiplicity**: 5
**HOMO level (spin up / spin down)**: -14.1 / -14.2 eV

Geometry as XYZ:
```
67
Properties=species:S:1:pos:R:3:forces:R:3:mulliken_spin:R:1
Mn -0.1815 0.7482 -0.8137 -0.8 0.2 0.8 3.9958
C 0.1378 1.0446 6.1292 -0.2 0.0 0.0 0.0003
O 1.4588 0.9893 5.5878 0.1 0.0 0.1 0.0044
C 1.6258 0.9853 4.2843 0.0 0.0 -0.4 0.0075
C 2.9770 0.9458 3.8429 0.2 0.0 0.1 0.0097
C 3.2637 0.9177 2.5230 0.1 0.0 0.2 -0.0033
C 2.2416 0.9160 1.5267 -0.4 0.0 -0.4 0.0091
C 2.5354 0.8399 0.1549 0.1 0.0 1.0 0.0182
C 3.9205 0.8614 -0.4032 -0.1 -0.1 -0.2 -0.0055
O 1.6120 0.7467 -0.7367 0.7 0.1 -0.9 -0.0570
C 0.8669 0.9838 1.9792 0.3 0.0 0.1 -0.0078
O -0.1463 1.0395 1.1588 -0.3 -0.2 -0.7 0.0169
C 0.5983 1.0174 3.3512 -0.2 0.0 0.0 0.0176
H 0.2555 1.0532 7.2066 0.0 0.0 0.0 0.0000
H -0.4378 0.1675 5.8293 0.1 0.0 0.0 0.0000
H -0.3749 1.9529 5.8095 0.1 0.0 0.0 0.0001
H 3.7566 0.9466 4.5923 0.0 0.0 0.0 0.0005
H 4.3034 0.8903 2.2335 0.0 0.0 0.0 -0.0008
H 4.6912 0.8570 0.3556 0.0 0.0 0.0 -0.0020
H 4.0354 1.7530 -1.0233 0.0 0.0 0.0 0.0001
H 4.0507 0.0008 -1.0610 0.0 0.0 0.0 -0.0006
H -0.4390 1.0828 3.6482 0.0 0.0 0.0 0.0014
C -2.8218 0.0768 -2.1460 0.0 -0.1 -0.1 0.0127
N -2.2806 0.9879 -1.1108 0.3 -0.3 0.1 -0.1197
C -2.9075 0.6542 0.1928 -0.1 0.0 0.2 0.0181
C -2.6039 2.3879 -1.4884 0.2 0.3 0.0 0.0197
C -1.6300 3.3534 -0.8475 -0.2 -0.1 0.0 0.0052
N -0.2399 2.9966 -1.2012 0.0 -0.7 0.0 -0.0270
C 0.6843 3.7358 -0.3208 0.1 0.0 0.1 0.0180
C 0.0621 3.3374 -2.6062 0.0 0.0 -0.1 0.0128
H -3.8887 0.2617 -2.2886 0.0 0.1 0.0 -0.0002
H -2.6795 -0.9552 -1.8392 0.0 0.0 0.0 0.0032
H -2.3094 0.2392 -3.0939 0.0 0.0 0.0 -0.0066
H -3.9939 0.7396 0.1220 0.0 0.0 -0.1 -0.0007
H -2.5436 1.3212 0.9696 0.0 0.0 0.0 0.0033
H -2.6506 -0.3681 0.4680 0.0 0.0 0.0 -0.0002
H -3.6253 2.6351 -1.1916 0.0 -0.1 0.0 -0.0019
H -2.5537 2.4750 -2.5730 0.0 -0.1 0.0 0.0011
H -1.7156 3.3190 0.2397 0.0 0.0 0.0 -0.0048
H -1.8652 4.3734 -1.1673 0.1 0.0 0.0 -0.0016
H 0.5039 4.8113 -0.4000 0.0 0.0 -0.1 -0.0013
H 1.7132 3.5337 -0.6126 0.0 0.0 0.0 -0.0008
H 0.5370 3.4288 0.7126 0.0 0.0 0.0 -0.0014
H -0.0869 4.4063 -2.7847 0.0 0.0 0.0 0.0012
H -0.5741 2.7818 -3.2934 0.0 0.0 0.0 0.0004
H 1.0999 3.0928 -2.8257 0.0 0.0 0.0 0.0049
C -0.7375 -2.5197 -3.6979 0.0 0.0 0.0 -0.0003
N -0.5180 -3.1872 -2.4219 0.0 0.2 0.0 0.0043
C -0.6416 -4.6447 -2.4221 0.1 -0.2 0.1 0.0003
C 0.2728 -5.2425 -1.3726 0.0 0.2 0.0 -0.0001
C -0.0437 -4.5965 -0.0406 0.0 -0.2 -0.1 0.0010
N -0.0040 -3.1369 -0.1555 0.0 0.1 0.0 0.0046
C 0.2342 -2.4274 1.0912 0.0 0.0 0.0 0.0005
C -0.2651 -2.4874 -1.3036 0.1 -0.3 0.1 0.0085
O -0.2706 -1.2146 -1.3539 -0.1 1.1 0.1 0.0258
H -1.7806 -2.6102 -4.0090 0.0 0.0 0.0 0.0000
H -0.1083 -2.9805 -4.4585 0.0 0.0 0.0 0.0000
H -0.4739 -1.4718 -3.6185 0.0 0.0 0.0 0.0010
H -0.3739 -5.0016 -3.4149 0.0 0.0 0.0 -0.0002
H -1.6814 -4.9281 -2.2346 0.0 0.0 0.0 0.0002
H 1.3131 -5.0479 -1.6400 0.0 0.0 0.0 -0.0001
H 0.1343 -6.3200 -1.3141 0.0 0.0 0.0 -0.0001
H 0.6901 -4.8876 0.7101 0.0 0.0 0.0 -0.0003
H -1.0285 -4.9091 0.3194 0.0 0.0 0.0 0.0001
H -0.5891 -2.5932 1.7902 0.0 0.0 0.0 0.0008
H 0.3356 -1.3657 0.9106 0.0 0.0 0.0 0.0146
H 1.1542 -2.7928 1.5476 0.0 0.0 0.0 0.0003
```
Positions in Å, forces in eV/Å.


3.
Molecular formula: C21H37O6P
Method: DFT, the ωB97M-V functional and the def2-TZVPD basis

Properties
**Gap between HOMO and LUMO**: 9.28 eV
**SMILES**: COCCCCCCCCCCO[P@@](=O)(O)OC[C@H](C)OCc1ccccc1
**Energy relative to the best compared isomer or geometry (same formula, charge and spin)**: 195.0 kcal per mole
**HOMO level**: -9.0 eV

Geometry as XYZ:
```
65
Properties=species:S:1:pos:R:3:forces:R:3:mulliken_charge:R:1
C -4.4338 1.7036 4.3932 -0.2 0.3 0.3 -0.6230
O -4.6064 2.2795 3.0527 1.2 -1.4 0.7 -0.4544
C -3.6826 1.5558 2.1666 0.0 0.3 -0.1 0.0051
C -4.3299 1.3217 0.7084 0.7 0.2 0.2 -0.8772
C -3.3162 1.7110 -0.5031 -0.9 -0.5 0.0 0.2853
C -3.0268 3.2903 -0.6154 0.0 -0.5 0.9 -0.8145
C -1.6047 3.7563 -0.0355 0.2 0.7 -0.8 -0.4291
C -0.3297 3.1767 -0.8311 0.8 0.8 0.3 -0.5457
C 0.8154 2.5870 0.1651 -0.5 -0.4 -0.5 -0.9864
C 0.2611 1.3406 1.0609 1.3 0.1 -1.0 0.1672
C 0.1228 0.0930 0.0500 -0.4 -0.1 0.4 -0.1064
C -0.8100 -1.1053 0.6489 1.2 2.1 0.9 -0.3976
O -1.6039 -1.7392 -0.3989 1.4 -3.0 -0.4 -0.2843
P -1.2511 -3.3901 -0.5779 -0.9 -3.1 1.4 0.7394
O -0.9938 -4.1470 0.7243 -0.1 2.4 -3.2 -0.6302
O -2.6671 -4.0914 -1.2703 2.2 3.0 0.5 -0.5307
O -0.0146 -3.6931 -1.7446 -2.2 1.9 1.5 -0.3548
C 0.8406 -2.5209 -1.8565 1.3 1.0 0.7 0.8430
C 2.1404 -2.7247 -2.7656 -1.1 0.2 -1.0 0.1312
C 1.8679 -3.5445 -4.1323 1.1 0.3 0.3 -1.3076
O 3.2171 -3.3457 -2.0232 0.1 1.6 -0.7 -0.3616
C 4.3359 -2.4583 -1.8411 1.4 -0.1 1.3 -0.8228
C 4.2617 -1.5675 -0.5115 -0.3 3.0 3.4 0.7756
C 3.4104 -1.9278 0.7498 1.2 1.9 -0.1 -0.2638
C 3.3470 -1.0681 2.0394 2.3 1.7 -2.4 -0.3215
C 4.1658 0.2581 2.1531 0.3 -2.7 -4.1 -0.4384
C 5.0346 0.6453 0.8997 -1.9 -2.5 0.3 -0.4180
C 5.0758 -0.2225 -0.4032 -2.2 -1.3 2.8 -0.6283
H -5.0189 0.7203 4.3877 1.0 1.1 0.4 0.2657
H -3.3132 1.5541 4.6389 -1.8 0.1 -0.4 0.2614
H -4.8575 2.3985 5.2112 0.5 -1.0 -1.6 0.2420
H -3.4085 0.5760 2.7035 -0.4 1.2 -1.2 0.4375
H -2.7234 2.1779 2.1166 -1.2 -0.8 -0.1 -0.0338
H -5.2574 1.9970 0.6014 1.3 -1.2 0.3 0.3170
H -4.6073 0.2010 0.6548 0.2 1.9 -0.2 0.2587
H -3.8476 1.3920 -1.4772 0.8 0.4 1.5 0.3304
H -2.3831 1.0565 -0.4189 -1.1 1.1 -0.1 -0.4208
H -3.1470 3.5705 -1.7258 0.3 -0.1 1.8 0.3544
H -3.8312 3.8148 0.0333 1.2 -0.7 -1.3 0.3029
H -1.5690 4.9074 -0.1583 -0.1 -1.8 0.3 0.3142
H -1.4680 3.5548 1.0809 -0.5 0.1 -1.5 0.2992
H 0.1695 4.0661 -1.3817 -0.8 -1.5 0.8 0.4073
H -0.6089 2.4290 -1.6587 0.3 0.9 1.4 0.2682
H 1.2777 3.4166 0.8140 -1.0 -1.2 -0.9 0.3626
H 1.6680 2.2086 -0.5106 -1.2 0.4 1.1 0.2926
H -0.6987 1.6008 1.6189 1.3 -0.4 -0.9 -0.0452
H 1.0985 1.0907 1.8153 -1.5 0.3 -1.0 0.3354
H -0.3247 0.4238 -0.9471 0.5 -0.4 1.4 0.0814
H 1.1967 -0.2617 -0.1674 -1.7 0.4 0.4 0.0595
H -0.0961 -1.8028 1.2011 -1.4 0.5 -0.7 0.4363
H -1.5701 -0.6396 1.3873 1.3 -0.9 -1.2 0.0594
H -3.2397 -3.3443 -1.5785 0.5 -0.9 0.2 0.3140
H 1.2180 -2.2895 -0.7855 -0.4 -0.2 -1.8 -0.6541
H 0.2566 -1.6002 -2.2251 0.8 -1.5 0.4 0.1858
H 2.4631 -1.6636 -3.1034 -0.6 -1.6 0.8 0.3017
H 1.8050 -4.6667 -3.9423 -0.2 1.6 -0.1 0.2921
H 0.9612 -3.1456 -4.6969 1.2 -0.6 0.9 0.3306
H 2.8107 -3.3780 -4.7844 -1.6 -0.3 0.9 0.3447
H 5.2679 -3.1348 -1.7193 -1.5 1.0 -0.2 0.3153
H 4.5640 -1.7827 -2.7390 -0.6 -0.9 1.2 0.4019
H 2.7666 -2.8845 0.7152 1.2 1.7 0.1 0.3486
H 2.7209 -1.3650 2.9503 0.9 0.2 -1.7 0.3498
H 4.1643 0.9147 3.0883 0.0 -1.1 -1.6 0.3506
H 5.6448 1.6114 1.0014 -1.0 -1.7 -0.5 0.2979
H 5.6911 0.1038 -1.3019 -0.8 -0.4 1.5 0.2845
```
Positions in Å, forces in eV/Å.


| no. | total energy (a.u.) | molar mass (g mol⁻¹) |
| --- | --- | --- |
| 1 | -2513.67910 | 652.5 |
| 2 | -2492.94272 | 464.5 |
| 3 | -1614.93976 | 416.5 |